A molecular structure, H14NaO7 at a distorted geometry. Source: the Open Molecules 2025 dataset; level of theory: ωB97M-V/def2-TZVPD.

```
22
Properties=species:S:1:pos:R:3:mulliken_charge:R:1
Na 0.316 -0.300 -0.475 0.869
O -0.142 -1.017 -2.768 -0.590
H 0.455 -1.568 -3.320 0.292
H -0.982 -1.505 -2.822 0.322
O -1.704 0.824 -0.881 -0.513
H -1.842 0.835 -1.798 0.267
H -2.532 0.672 -0.415 0.285
O -0.398 2.863 1.049 -0.597
H -0.244 1.946 1.205 0.320
H -1.260 3.025 1.432 0.301
O 2.047 -1.812 0.081 -0.583
H 1.702 -2.310 0.856 0.305
H 2.941 -1.717 0.217 0.282
O -1.240 -1.966 -0.035 -0.597
H -1.041 -2.308 0.846 0.286
H -2.065 -1.469 -0.002 0.307
O 0.328 0.248 1.966 -0.500
H 0.873 0.118 2.712 0.225
H -0.601 0.049 2.163 0.306
O 1.768 1.570 -0.295 -0.620
H 1.323 2.392 -0.223 0.331
H 2.304 1.431 0.513 0.303
```

Output
E_HOMO = -14.48 eV
Lowest unoccupied orbital energy = -0.13559 Eh
E = -697.2335 a.u.
Relative energy (zero: lowest compared OMol25 entry of this formula, charge and spin) = 18.9 kcal/mol
Spin multiplicity = 1
Charge = +1
Gap between HOMO and LUMO = 0.3966 Eh

***

A molecular structure, C37H65BClN2NiO8P2S2. Source: the Open Molecules 2025 dataset; level of theory: ωB97M-V/def2-TZVPD.

```
119
Properties=species:S:1:pos:R:3:mulliken_charge:R:1
Ni 0.716 0.022 0.186 0.710
C 3.422 -1.717 -4.411 -1.941
C 2.825 -2.082 -3.045 2.094
C 3.677 -3.180 -2.400 -1.998
C 1.425 -2.662 -3.292 -1.562
P 2.607 -0.654 -1.827 0.649
C 2.092 0.671 -3.012 -2.158
N 1.405 1.721 -2.316 0.447
B 0.865 1.674 -0.979 1.585
N 0.226 2.959 -0.824 0.300
C -0.455 3.470 0.332 -1.898
P -0.861 2.034 1.443 0.993
C -0.408 2.746 3.132 2.227
C -1.211 3.937 3.658 -1.938
C -0.489 1.592 4.138 -1.922
C 1.061 3.192 3.022 -1.679
C -2.729 1.898 1.179 2.385
C -3.225 0.644 1.904 -1.896
C -3.614 3.088 1.566 -1.965
C -2.891 1.663 -0.336 -1.759
C 0.362 3.702 -1.989 0.153
C -0.077 4.971 -2.320 -0.877
C 0.187 5.449 -3.606 -0.835
C 0.877 4.675 -4.528 -0.840
C 1.335 3.398 -4.196 -0.552
C 1.075 2.919 -2.924 0.309
C 4.316 -0.055 -1.281 2.489
C 5.436 -0.057 -2.322 -2.084
C 4.735 -0.915 -0.082 -1.685
C 4.164 1.398 -0.802 -1.666
H 3.420 -2.616 -5.036 0.573
H 4.446 -1.358 -4.355 0.274
H 2.823 -0.968 -4.930 0.284
H 3.588 -4.094 -2.996 0.588
H 3.337 -3.407 -1.388 0.190
H 4.732 -2.916 -2.354 0.295
H 1.513 -3.490 -4.003 0.676
H 0.734 -1.925 -3.706 0.182
H 0.975 -3.040 -2.372 0.026
H 1.440 0.233 -3.774 0.755
H 2.981 1.062 -3.523 0.791
H -1.368 3.978 0.017 0.498
H 0.142 4.210 0.869 0.545
H -2.203 3.652 3.998 0.312
H -1.312 4.729 2.913 0.219
H -0.679 4.360 4.517 0.541
H -1.512 1.232 4.261 0.360
H -0.132 1.934 5.114 0.572
H 0.148 0.762 3.829 0.098
H 1.138 4.208 2.634 0.445
H 1.652 2.532 2.389 -0.014
H 1.514 3.181 4.016 0.547
H -3.190 0.766 2.987 0.417
H -4.267 0.453 1.627 0.504
H -2.632 -0.233 1.626 0.092
H -3.816 3.122 2.634 0.350
H -4.578 2.986 1.057 0.492
H -3.190 4.048 1.268 0.228
H -2.203 0.898 -0.704 -0.723
H -2.733 2.574 -0.913 0.250
H -3.915 1.324 -0.530 0.932
H -0.611 5.583 -1.604 0.463
H -0.155 6.438 -3.886 0.386
H 1.067 5.065 -5.521 0.375
H 1.873 2.797 -4.918 0.467
H 5.744 -1.061 -2.611 0.314
H 6.309 0.436 -1.881 0.530
H 5.170 0.502 -3.222 0.312
H 5.049 -1.914 -0.387 0.285
H 3.927 -1.018 0.641 0.009
H 5.574 -0.441 0.435 0.470
H 4.015 2.083 -1.640 0.270
H 5.081 1.687 -0.282 0.696
H 3.344 1.524 -0.100 0.010
C -2.127 -2.882 4.907 -1.443
C -0.915 -1.956 4.936 0.342
C 0.146 -2.297 3.897 -0.776
S -0.514 -2.107 2.217 1.343
O 0.658 -1.626 1.395 -0.271
C -0.742 -3.847 1.729 -0.932
C 0.482 -4.424 1.031 0.521
C 1.693 -4.647 1.929 -1.374
H -2.852 -2.605 5.674 0.448
H -1.833 -3.920 5.084 0.307
H -2.639 -2.838 3.943 0.274
H -0.441 -2.001 5.920 0.560
H -1.233 -0.920 4.792 -0.322
H 0.550 -3.299 4.037 0.672
H 0.974 -1.588 3.930 -0.175
H -1.586 -3.837 1.038 -0.041
H -1.016 -4.390 2.636 0.633
H 0.742 -3.739 0.224 -0.495
H 0.170 -5.359 0.557 0.637
H 2.128 -3.699 2.248 0.191
H 2.468 -5.196 1.391 0.446
H 1.435 -5.231 2.819 0.313
O 2.521 0.187 4.208 -0.734
Cl 3.274 -0.050 2.997 1.993
O 4.513 0.673 3.030 -0.761
O 3.517 -1.462 2.858 -0.694
O 2.485 0.432 1.866 -1.073
C -7.469 -1.138 -2.480 -1.507
C -5.985 -1.238 -2.245 1.117
C -5.113 -0.276 -2.743 -0.862
C -3.748 -0.358 -2.508 -0.770
C -3.240 -1.412 -1.767 -0.200
C -4.093 -2.390 -1.276 -0.594
C -5.455 -2.299 -1.515 -0.834
S -1.497 -1.488 -1.414 1.856
O -1.188 -2.900 -1.265 -0.893
O -0.837 -0.796 -2.504 -0.935
O -1.380 -0.756 -0.132 -0.526
H -7.700 -0.374 -3.222 0.342
H -7.994 -0.878 -1.558 0.292
H -7.878 -2.087 -2.831 0.369
H -5.506 0.548 -3.327 0.299
H -3.066 0.381 -2.912 0.465
H -3.677 -3.222 -0.724 0.433
H -6.118 -3.068 -1.134 0.382
```

Output
E_HOMO (spin up / spin down) = -4.04 / -5.24 eV
Lowest unoccupied orbital energy (spin up / spin down) = 0.08399 / 0.08398 Eh
E = -5632.6609 a.u.
Expectation value of S² = 2.009
Relative energy (zero: lowest compared OMol25 entry of this formula, charge and spin) = 5.3 kcal/mol
Spin multiplicity = 3
Charge = -1
Gap between HOMO and LUMO (spin up / spin down) = 0.2326 / 0.2766 Eh

***

C21H32N4O3 in the gas phase. Source: the Open Molecules 2025 dataset; level of theory: ωB97M-V/def2-TZVPD.

```
60
Properties=species:S:1:pos:R:3:mulliken_charge:R:1
C -5.689 -0.355 -0.452 -1.102
H -6.756 -0.345 -0.242 0.453
H -5.297 0.651 -0.339 0.121
H -5.549 -0.671 -1.482 0.318
C -4.983 -1.292 0.522 -0.659
N -3.538 -1.190 0.428 0.589
C -3.007 -1.821 -0.765 -1.374
C -1.503 -1.601 -0.861 0.286
N -0.833 -2.145 0.308 -0.107
C -1.376 -1.510 1.494 0.238
C -2.876 -1.762 1.584 -1.429
H -3.265 -1.283 2.487 0.507
H -3.053 -2.850 1.657 0.331
H -0.885 -1.933 2.374 0.635
H -1.209 -0.420 1.481 -0.376
C 0.610 -1.992 0.237 -0.023
C 1.235 -2.923 -0.801 -0.790
H 0.793 -3.914 -0.690 0.343
C 2.750 -3.030 -0.633 -1.059
N 3.410 -1.759 -0.827 -0.105
C 4.067 -1.124 0.161 0.547
O 4.250 -1.597 1.266 -0.678
C 4.586 0.260 -0.218 -1.026
H 4.674 0.362 -1.299 0.338
H 5.566 0.388 0.243 0.448
C 3.632 1.322 0.338 -1.126
C 2.337 1.357 -0.461 0.852
O 2.218 0.740 -1.504 -0.683
N 1.330 2.119 0.048 0.308
C 0.012 2.073 -0.483 0.645
C -0.236 2.021 -1.850 -0.700
C -1.533 1.984 -2.325 -0.910
C -2.600 2.012 -1.442 -0.592
C -2.369 2.080 -0.084 -0.281
C -1.068 2.112 0.408 0.317
O -0.929 2.202 1.766 -0.506
C 0.386 2.111 2.259 -0.314
C 1.361 2.818 1.316 -1.003
H 2.359 2.845 1.742 0.537
H 1.017 3.846 1.152 0.304
H 0.374 2.576 3.248 0.404
H 0.679 1.055 2.362 0.197
H -3.177 2.095 0.629 0.384
H -3.613 1.979 -1.812 0.367
H -1.708 1.936 -3.389 0.411
H 0.595 1.999 -2.534 0.477
H 4.101 2.308 0.291 0.558
H 3.427 1.076 1.382 0.514
H 3.129 -1.214 -1.632 0.266
H 3.007 -3.366 0.374 0.469
H 3.148 -3.749 -1.358 0.340
H 1.020 -2.560 -1.808 0.335
H 1.018 -2.249 1.220 0.583
H 0.893 -0.949 0.015 -0.274
H -1.132 -2.112 -1.751 0.595
H -1.303 -0.522 -0.967 -0.448
H -3.479 -1.378 -1.643 0.451
H -3.213 -2.907 -0.762 0.346
H -5.263 -1.006 1.540 0.430
H -5.329 -2.330 0.359 0.325
```

Output
E_HOMO = -8.35 eV
Lowest unoccupied orbital energy = 0.02508 Eh
E = -1264.1883 a.u.
SMILES = CCN1CCN(CCCNC(=O)CCC(=O)N2CCOc3ccccc32)CC1
Relative energy (zero: lowest compared OMol25 entry of this formula, charge and spin) = 40.3 kcal/mol
Spin multiplicity = 1
Gap between HOMO and LUMO = 0.3321 Eh

***

A molecular structure, C12H32BN3O4Sb. Source: the Open Molecules 2025 dataset; level of theory: ωB97M-V/def2-TZVPD.

```
53
Properties=species:S:1:pos:R:3:mulliken_charge:R:1
C 5.129 -2.313 1.145 -0.710
O 5.257 -1.082 0.479 -0.341
C 4.439 -0.977 -0.683 -0.926
C 3.191 -0.143 -0.424 0.267
C 3.457 1.351 -0.626 -0.686
C 2.400 2.345 -0.079 -1.106
C 1.159 1.735 0.576 -0.667
C 0.209 1.047 -0.424 -0.273
C -0.423 -0.269 0.056 -1.476
Sb -2.656 -0.206 0.524 0.946
C -3.207 0.934 -1.314 -1.099
C -3.279 0.260 -2.688 -0.913
C -2.011 -0.489 -3.123 0.287
N -2.096 -1.939 -2.919 -0.687
C -2.291 -1.412 2.442 -0.854
O -2.966 -2.698 2.417 -0.084
N -4.238 -2.615 2.864 0.135
O -4.806 -3.655 2.769 -0.448
B -2.212 1.760 1.704 0.080
N -1.519 1.731 2.957 -0.445
O -2.562 2.998 1.178 -0.624
H 5.819 -2.304 1.988 0.255
H 5.384 -3.153 0.486 0.296
H 4.111 -2.470 1.523 0.290
H 5.065 -0.518 -1.456 0.369
H 4.166 -1.978 -1.037 0.440
H 2.866 -0.338 0.600 0.070
H 2.383 -0.492 -1.069 0.114
H 3.598 1.520 -1.698 0.274
H 4.422 1.573 -0.162 0.407
H 2.892 3.006 0.641 0.430
H 2.055 2.994 -0.890 0.276
H 1.453 1.037 1.365 0.407
H 0.626 2.542 1.087 0.290
H 0.768 0.879 -1.353 0.539
H -0.574 1.764 -0.695 0.298
H 0.070 -0.602 0.977 0.418
H -0.269 -1.074 -0.672 0.329
H -2.844 -1.778 -0.270 -0.155
H -4.383 -0.261 1.015 -0.215
H -4.201 1.305 -1.044 0.420
H -2.569 1.819 -1.381 0.405
H -3.469 1.045 -3.433 0.322
H -4.119 -0.436 -2.755 0.337
H -1.836 -0.333 -4.191 0.494
H -1.159 -0.036 -2.598 -0.287
H -1.552 -2.429 -3.617 0.193
H -1.767 -2.219 -2.004 0.220
H -1.240 -1.673 2.589 0.316
H -2.659 -0.856 3.311 0.344
H -1.072 0.860 3.203 0.227
H -0.926 2.511 3.221 0.236
H -2.016 3.728 1.486 0.266
```

Output
E_HOMO = -3.43 eV
Lowest unoccupied orbital energy = 0.09908 Eh
E = -1206.5800 a.u.
Spin multiplicity = 1
Charge = -1
Gap between HOMO and LUMO = 0.2249 Eh